Record 1
Density functional theory data (wB97M-V/def2-TZVPD) for H2NO3PS in the gas phase.

Summary:
- gap between HOMO and LUMO (spin up / spin down) (eV) = 7.56 / 7.50
- calculated total energy (eV) = -27788.0535

The geometry in XYZ format:
```
8
H2NO3PS (wB97M-V/def2-TZVPD)
N 0.61876 0.25753 1.05846
O 1.04977 1.07001 -1.37635
O -1.28453 1.33321 -0.49286
O -1.06129 -1.68051 -0.13600
P 0.03594 0.77294 -0.37376
S -0.82461 -1.40205 -1.55014
H 1.35149 -0.53700 0.98800
H 0.11447 0.18585 1.88264
```

Record 2
Density functional theory data (wB97M-V/def2-TZVPD) for C2BrF3O in the gas phase.

Summary:
- gap between HOMO and LUMO (eV) = 11.67
- calculated total energy (eV) = -82314.7702

The geometry in XYZ format:
```
7
C2BrF3O (wB97M-V/def2-TZVPD)
C 0.18021 -0.47836 -0.31557
C -0.48023 0.73014 0.15841
O 0.76621 0.75376 -0.38198
F -0.08468 -1.01493 -1.46252
F 0.62949 -1.34207 0.61254
F -0.69221 0.87718 1.45256
Br -1.84827 1.48719 -0.75018
```

Record 3
Density functional theory data (wB97M-V/def2-TZVPD) for C5H11NO in the gas phase.

Summary:
- gap between HOMO and LUMO (eV) = 10.46
- calculated total energy (eV) = -8900.3622

The geometry in XYZ format:
```
18
C5H11NO (wB97M-V/def2-TZVPD)
C -2.08104 -0.98920 0.83788
N -1.78023 -0.17907 -0.36660
C -0.65987 0.50430 0.21167
O -0.79956 1.39313 1.01278
C 0.68270 -0.02305 -0.24748
C 0.86569 0.85387 -1.48834
C 1.85199 0.10792 0.72031
H -1.14706 -0.95224 1.41971
H -2.37741 -2.01536 0.60782
H -2.83448 -0.47231 1.42584
H -1.48275 -0.81947 -1.10471
H 0.57662 -1.07710 -0.54181
H 0.91921 1.90156 -1.17235
H 0.01417 0.75980 -2.17297
H 1.77931 0.58684 -2.01326
H 2.78424 -0.15429 0.20274
H 1.93589 1.13402 1.08504
H 1.75257 -0.55935 1.58373
```

Record 4
Density functional theory data (wB97M-V/def2-TZVPD) for C4H7N3 in the gas phase.

Summary:
- gap between HOMO and LUMO (eV) = 9.17
- calculated total energy (eV) = -8729.1205

The geometry in XYZ format:
```
14
C4H7N3 (wB97M-V/def2-TZVPD)
C 3.42115 -0.19183 -0.10032
C 2.20694 0.36862 0.00978
C -0.03724 0.26976 0.02680
C -3.49585 -0.08867 -0.07174
H 3.44990 -1.24477 -0.31753
H 4.31654 0.43171 -0.11427
H 2.06066 1.53988 0.21731
H -0.09147 1.36810 0.13406
H -1.31370 -1.43120 0.19156
H -4.36193 0.57163 -0.07156
H -3.64188 -1.15518 0.24232
N 1.03412 -0.47004 0.00744
N -1.22300 -0.38356 -0.00170
N -2.32423 0.41555 -0.15216
```

Record 5
Density functional theory data (wB97M-V/def2-TZVPD) for a molecular structure, C4H4InO5.

Summary:
- gap between HOMO and LUMO (spin up / spin down) (eV) = 5.75 / 5.77
- net charge = +1
- calculated total energy (eV) = -19613.7771

The geometry in XYZ format:
```
14
C4H4InO5 (wB97M-V/def2-TZVPD)
O -2.78145 -2.04445 0.08338
C -1.64268 -1.70947 0.42515
O -0.73734 -2.47032 0.89712
O -1.18161 -0.51675 -0.05250
C 0.00676 -0.43583 -0.90599
H -0.21275 -1.00056 -1.82646
C 0.16122 1.02669 -1.29044
H -0.81035 1.49529 -1.52860
H 0.64027 1.61771 -0.49491
H 0.81595 1.10171 -2.17239
C 1.46825 1.43418 2.17920
O 2.18418 0.59041 1.81645
O 0.74981 2.25650 2.55263
In 1.33973 -1.34511 0.31737
```

Record 6
Density functional theory data (wB97M-V/def2-TZVPD) for C4H6N2O in the gas phase.

Summary:
- gap between HOMO and LUMO (eV) = 11.47
- calculated total energy (eV) = -9272.0351

The geometry in XYZ format:
```
13
C4H6N2O (wB97M-V/def2-TZVPD)
C 1.54880 -1.01074 0.17516
C 0.62851 -0.17111 1.03736
O -0.73004 -0.25037 0.55745
C -1.08751 0.61050 -0.39314
N -0.33476 1.50264 -0.88322
C -2.48028 0.37913 -0.78852
N -3.57312 0.21991 -1.12965
H 1.57944 -0.62332 -0.84633
H 2.56503 -0.98354 0.58049
H 1.21024 -2.05060 0.15601
H 0.93794 0.87643 1.05583
H 0.56032 -0.55662 2.05751
H -0.82456 2.05768 -1.57894
```

Record 7
Density functional theory data (wB97M-V/def2-TZVPD) for a molecular structure, C26H66BO30.

Summary:
- gap between HOMO and LUMO (eV) = 8.93
- net charge = -1
- calculated total energy (eV) = -90122.4676

The geometry in XYZ format:
```
123
C26H66BO30 (wB97M-V/def2-TZVPD)
O 0.95065 -0.47394 3.27324
C 0.49012 -0.06233 2.12378
O -0.00252 -0.82774 1.26583
B -0.28486 -0.03054 0.12963
O 0.17366 1.28463 0.44925
C 0.57354 1.33493 1.60086
O 1.06789 2.22327 2.13115
O -1.68215 -0.19160 -0.35190
C -1.66301 -0.66917 -1.44233
O -2.66213 -1.13767 -2.07561
C -0.24375 -0.81040 -2.00696
O 0.51619 -0.47481 -1.02945
O 0.00695 -1.08611 -3.03485
C -3.38042 -2.80070 -6.40524
C -2.81063 -2.40931 -5.03499
O -3.58720 -2.82058 -3.87924
O -2.46946 -2.43522 -7.42366
H -4.28981 -2.49759 -6.46155
H -3.35051 -3.96306 -6.35278
H -2.78001 -1.22754 -5.04268
H -1.63648 -2.77748 -5.04727
H -3.31514 -2.20886 -3.03300
H -1.67445 -2.84896 -7.37139
C 3.24414 -2.67894 -0.42731
C 2.89736 -4.06621 0.16445
O 2.27251 -4.75661 -0.92067
O 3.68072 -1.88809 0.64270
H 2.36011 -2.22613 -0.68722
H 4.02156 -2.72480 -1.14845
H 2.18937 -3.76466 1.05282
H 3.84631 -4.53173 0.46202
H 3.03189 -5.20823 -1.27346
H 4.00744 -0.96772 0.29907
C -1.84785 3.54450 -2.06581
C -1.44389 3.82654 -3.41860
O -0.55740 2.71955 -3.66629
O -2.81789 4.35257 -1.51719
H -0.87545 3.44214 -1.26612
H -2.35587 2.56417 -1.97845
H -0.96661 4.81103 -3.56120
H -2.23685 3.72060 -4.18336
H 0.26240 3.06231 -3.88109
H -3.35365 4.01741 -0.87536
C -4.21057 1.44004 0.77103
C -3.10839 2.24268 1.50203
O -2.48755 1.59794 2.54235
O -4.51342 2.26670 -0.36446
H -4.94681 1.32560 1.58966
H -3.65239 0.49342 0.58377
H -3.38253 3.30571 1.88357
H -2.26579 2.44024 0.91700
H -2.34612 2.09459 3.34573
H -5.05074 1.65244 -1.10528
C -2.94139 -3.55335 2.11093
C -3.47759 -2.27131 2.57352
O -4.81795 -2.07040 2.52238
O -1.53094 -3.59849 2.39472
H -3.16453 -3.90943 1.06714
H -3.47943 -4.23162 2.74486
H -3.14447 -1.40859 1.88811
H -3.08064 -1.93603 3.49197
H -5.24584 -2.84551 2.07897
H -1.01986 -3.47804 1.66692
C 3.38234 -1.04560 -3.86657
C 4.06490 -1.06188 -5.23040
O 4.87498 0.11733 -5.32574
O 2.43414 -1.95289 -3.76196
H 3.05371 0.05213 -3.44429
H 4.32953 -0.98281 -3.06313
H 3.28772 -1.07862 -6.15107
H 4.86044 -1.75394 -5.42165
H 5.53319 0.13896 -4.79035
H 1.54107 -1.52807 -3.78486
C 3.24385 1.92100 -1.07947
C 3.01290 3.12071 -0.15003
O 1.78198 3.79455 -0.56863
O 3.91985 0.95576 -0.27565
H 3.82143 1.95132 -1.91908
H 2.37399 1.51177 -1.40162
H 3.78167 3.78379 -0.49980
H 3.06694 3.03606 0.96363
H 1.01961 3.20854 -0.19974
H 4.84730 1.26714 -0.20567
C 1.55571 -4.11376 4.07249
C 2.58427 -2.99729 4.28443
O 2.10118 -1.88118 4.99500
O 2.21970 -5.22387 3.41210
H 0.73830 -3.84752 3.58136
H 1.14576 -4.64221 5.01079
H 2.70814 -2.72105 3.38379
H 3.53191 -3.44419 4.84774
H 1.79408 -1.20567 4.34696
H 1.57028 -5.89172 3.48143
C 4.33573 0.64322 3.19593
C 5.67019 0.82676 3.78057
O 6.50852 -0.26836 3.78412
O 3.58919 1.81507 3.21551
H 3.89512 0.07520 3.99687
H 4.29878 0.31519 2.20890
H 5.62775 1.29980 4.72619
H 6.25058 1.61472 3.19850
H 7.33079 0.15394 4.29458
H 2.69129 1.84507 2.69140
C 1.08637 5.27411 3.94287
C 1.88100 5.83718 5.09027
O 1.01546 6.25243 6.10536
O 1.85958 4.84880 2.99835
H 0.30930 6.16271 3.56635
H 0.67941 4.32594 4.37433
H 2.28413 6.71672 4.78043
H 2.68495 5.18228 5.44645
H 1.51421 6.62165 6.74964
H 1.52654 4.03489 2.68651
C -7.67792 -0.57611 -2.28913
C -6.32783 -1.01506 -2.49452
O -5.47268 -0.15633 -1.81940
O -8.32257 -1.58876 -2.91232
H -7.75266 0.42026 -2.59275
H -7.96966 -0.39099 -1.16113
H -6.04838 -1.07068 -3.49393
H -6.02566 -1.97738 -2.10427
H -4.62824 -0.39840 -1.86703
H -8.43204 -2.20414 -2.27490
```

Record 8
Density functional theory data (wB97M-V/def2-TZVPD) for a molecular structure, C36H39CsN4O2SSe2.

Summary:
- gap between HOMO and LUMO (eV) = 5.80
- calculated total energy (eV) = -190094.2510

The geometry in XYZ format:
```
85
C36H39CsN4O2SSe2 (wB97M-V/def2-TZVPD)
Cs 0.15016 0.52373 1.62632
C -3.29882 3.83638 4.72813
Se -2.14910 2.69765 3.65729
C -3.57460 1.71566 2.75001
C -4.16258 2.45302 1.55663
Se -2.99799 2.46676 0.00085
C -3.45471 0.70343 -0.66471
H -3.86668 3.23722 5.43602
H -3.97523 4.40364 4.09190
H -2.66873 4.53325 5.27570
H -4.33608 1.52990 3.51095
H -3.17275 0.74458 2.45297
H -4.39486 3.48721 1.81452
H -5.10105 1.98305 1.25341
H -4.49512 0.68540 -0.98009
H -3.21169 -0.05235 0.07958
H -2.79945 0.52017 -1.51497
C 0.94143 -1.24855 -3.41088
C 0.54055 -2.58107 -3.39217
C -0.26140 -3.02083 -2.36249
C -0.66343 -2.14627 -1.32952
N -0.21908 -0.87959 -1.33883
C 0.52779 -0.45854 -2.35647
C -1.54013 -2.59658 -0.19923
C -2.11571 -3.87623 -0.27671
C -2.89563 -4.36499 0.75696
C -3.13157 -3.55625 1.86363
C -2.60046 -2.27722 1.87231
C -1.76329 -1.71688 0.88972
H 1.54928 -0.83627 -4.20530
H 0.85193 -3.26516 -4.17152
H -0.56881 -4.05417 -2.34280
H 0.82511 0.58991 -2.30900
H -1.97957 -4.52039 -1.13613
H -3.32004 -5.35977 0.69225
H -3.73698 -3.91754 2.68803
H -2.84398 -1.67498 2.75380
N -0.47969 4.93588 0.69237
C 0.19072 4.30500 -0.28941
S 1.59445 3.44456 0.02234
N -0.27054 4.38942 -1.55614
C -1.44185 5.03883 -2.01851
C -1.71457 6.35599 -1.66802
C -2.86773 6.96562 -2.14271
C -3.72664 6.28103 -2.98633
C -3.43196 4.97702 -3.36030
C -2.29705 4.35259 -2.87431
H -0.26345 4.64280 1.63273
H -1.43904 5.20325 0.52740
H 0.23504 3.80889 -2.20609
H -1.01836 6.90685 -1.05073
H -3.07863 7.98960 -1.86372
H -4.62012 6.76366 -3.35857
H -4.09637 4.43678 -4.02116
H -2.07924 3.32461 -3.13606
C 1.46648 -3.57678 0.76039
O 2.88302 -3.66942 0.61231
C 3.35352 -3.68997 -0.66427
C 3.59513 -4.91578 -1.27419
C 4.10708 -4.98334 -2.55607
C 4.40094 -3.81943 -3.25215
C 4.18245 -2.59189 -2.65243
C 3.66263 -2.51859 -1.36282
N 3.34626 -1.22824 -0.86053
C 3.35222 -0.72195 0.37333
C 3.95335 -1.16050 1.53988
C 5.03685 -2.08570 1.57403
C 5.61035 -2.44066 2.74837
C 5.09051 -1.91813 3.96626
C 4.04445 -1.05585 3.99461
C 3.39779 -0.62695 2.77811
O 2.38155 0.10194 2.78088
H 1.25752 -3.77395 1.80886
H 0.95823 -4.31752 0.13871
H 1.08768 -2.58347 0.50679
H 3.36152 -5.80996 -0.71086
H 4.28006 -5.94788 -3.01468
H 4.80614 -3.86534 -4.25358
H 4.41191 -1.67011 -3.17218
H 2.84453 -0.67628 -1.54349
H 2.76838 0.19493 0.39150
H 5.42627 -2.47229 0.64065
H 6.45328 -3.11626 2.78278
H 5.55243 -2.22774 4.89656
H 3.64577 -0.66260 4.92034
```

Record 9
Density functional theory data (wB97M-V/def2-TZVPD) for a molecular structure, C37H21BrIrO8S6.

Summary:
- gap between HOMO and LUMO (spin up / spin down) (eV) = 6.12 / 5.01
- net charge = -2
- spin multiplicity = 2
- calculated total energy (eV) = -192986.1981

The geometry in XYZ format:
```
74
C37H21BrIrO8S6 (wB97M-V/def2-TZVPD)
Ir -1.26893 -0.03151 -0.53141
O -1.43759 5.96247 1.34515
C -1.37649 4.81175 0.97744
C -1.53089 4.30841 -0.46236
O -1.74220 4.99340 -1.44452
C -1.32233 2.86391 -0.37866
C -1.02509 2.48047 0.93370
O -0.73321 1.26352 1.19666
C -1.14331 3.60518 1.85511
O -1.08927 3.60395 3.07550
O -1.44050 2.01297 -1.33514
S -6.17554 -3.42920 3.50206
C -5.04862 -2.59231 2.64126
S -5.43009 -1.27474 1.60252
C -3.80685 -0.93156 1.04519
C -2.82240 -1.75480 1.53949
S -1.20517 -1.61334 1.11116
S -3.36531 -2.96414 2.67936
S -3.46592 0.31610 -0.00996
O 1.72707 -0.51983 1.72525
S 1.47400 0.67330 2.59659
C 2.91328 0.71532 3.69603
C 2.77332 1.25660 4.96295
C 3.88600 1.35823 5.79299
C 5.12020 0.90630 5.35242
C 5.24446 0.34022 4.08521
C 4.14001 0.23766 3.25690
C 2.04342 2.10265 1.65200
C 2.40626 1.89734 0.33365
C 2.64197 3.00214 -0.47603
C 2.49525 4.28512 0.03034
C 2.16966 4.47439 1.36946
C 1.94872 3.37953 2.18937
H 1.79756 1.59392 5.29558
H 3.78593 1.79205 6.78065
H 5.98850 0.99073 5.99509
H 6.21036 -0.01192 3.74343
H 4.20598 -0.21176 2.27258
H 2.46881 0.89567 -0.06729
H 2.91209 2.84313 -1.51222
H 2.61240 5.14236 -0.62146
H 2.04529 5.47419 1.76656
H 1.67445 3.52006 3.22756
Br 1.57320 -2.56146 -4.21508
C 1.52308 -3.19779 -2.42796
C 1.50246 -4.56906 -2.23327
C 1.45609 -5.07350 -0.94178
C 1.41504 -4.20037 0.13589
C 1.43903 -2.83040 -0.07687
C 1.48627 -2.30567 -1.36476
C 1.61657 -0.81100 -1.56806
O 2.71248 -0.38311 -1.90275
O 0.57502 -0.07711 -1.41057
H 1.53216 -5.23082 -3.08836
H 1.46099 -6.14522 -0.78200
H 1.36059 -4.58194 1.14836
H 1.45051 -2.14339 0.75911
C -4.03071 -0.03914 -5.50032
C -3.53131 0.91183 -4.58463
C -2.84086 0.51158 -3.47499
C -2.61873 -0.86454 -3.19006
C -1.93377 -1.30446 -1.99228
C -1.78338 -2.66661 -1.84071
C -2.24670 -3.60476 -2.79268
C -2.89762 -3.19511 -3.91273
C -3.11139 -1.81262 -4.12807
C -3.81850 -1.36641 -5.27487
H -4.57077 0.28760 -6.38240
H -3.69365 1.96857 -4.76083
H -2.44917 1.25843 -2.80310
H -1.29631 -3.06091 -0.95988
H -2.08179 -4.66124 -2.60786
H -3.26155 -3.90995 -4.64397
H -4.19251 -2.10937 -5.97267
```

Record 10
Density functional theory data (wB97M-V/def2-TZVPD) for a molecular structure, C17H35Hg2O9S4.

Summary:
- gap between HOMO and LUMO (eV) = 1.84
- net charge = +3
- calculated total energy (eV) = -88277.4241

The geometry in XYZ format:
```
67
C17H35Hg2O9S4 (wB97M-V/def2-TZVPD)
Hg 4.00815 0.04267 1.19556
Hg 1.02073 2.47731 3.08954
C 0.73329 0.52901 0.55578
O 1.80573 0.88283 1.42014
H 0.17327 1.43629 0.33100
H 1.20915 0.05769 -0.30823
H 0.02459 -0.19666 0.96522
C -0.23915 -1.30852 3.62663
C -0.08126 -2.12690 4.91314
C -0.35948 -1.22699 6.06186
S -1.61903 -0.02969 5.43371
O -1.03823 1.31570 5.37549
O -2.90644 -0.21762 6.05350
C -1.69276 -0.82732 3.75100
H -0.01358 -1.87656 2.72339
H 0.50654 -0.50202 3.61464
H 0.88323 -2.60911 5.09279
H -0.77058 -2.96859 5.02785
H 0.51383 -0.62634 6.32835
H -0.78893 -1.57849 6.99847
H -2.10171 -0.13787 3.01336
H -2.44015 -1.60550 3.90044
C -0.33386 -0.85094 -3.42675
C -1.67351 -1.57921 -3.24161
C -2.79494 -0.52528 -3.34257
S -2.17615 0.85433 -4.42050
O -2.08789 2.02904 -3.58249
O -2.72570 0.83140 -5.75389
C -0.49790 0.10210 -4.56303
H 0.51158 -1.53311 -3.50729
H -0.12065 -0.28209 -2.50559
H -1.77731 -2.12347 -2.30306
H -1.69828 -2.31901 -4.04388
H -3.10716 -0.10078 -2.38968
H -3.73106 -0.80252 -3.82935
H 0.33439 0.79114 -4.69004
H -0.47122 -0.57912 -5.41927
C -2.27466 5.30214 -0.39207
C -1.65470 4.60505 -1.63749
C -0.59093 3.71287 -1.10449
S 0.28971 4.78439 0.03436
O 1.41601 5.43226 -0.62108
O 0.59216 3.99256 1.27449
C -1.05802 5.95450 0.27850
H -2.76623 4.52835 0.20295
H -3.07297 5.98475 -0.67360
H -1.17998 5.37770 -2.25108
H -2.26672 4.03899 -2.33985
H 0.18996 3.40345 -1.79895
H -1.02597 2.93374 -0.47701
H -0.73527 6.82345 -0.30028
H -1.09771 6.33806 1.29696
C 1.74710 -4.61684 -0.55111
C 3.31452 -4.81987 -0.57197
C 3.99162 -3.82055 -1.50123
S 2.92934 -2.34431 -1.39493
O 2.71259 -1.86807 -2.73694
O 3.47490 -1.37596 -0.43845
C 1.48998 -3.08941 -0.57252
H 1.27691 -5.13538 0.28202
H 1.39881 -5.21576 -1.39434
H 3.55617 -5.84606 -0.84120
H 3.79421 -4.69712 0.40506
H 3.86904 -4.28962 -2.47654
H 4.95941 -3.38823 -1.26119
H 0.59405 -2.70535 -1.05345
H 1.64911 -2.81553 0.47081
```

Values for energy relative to the best compared isomer or geometry (same formula, charge and spin), eV, ordered as above
1.8326; 0.3149; 1.3351; 2.5588; 0.4460; 1.4668; 14.1411; 2.8339; 0.5112; 0.9381
Values for molar mass, u, ordered as above
127.061; 176.919; 101.149; 97.121; 246.889; 98.105; 869.596; 882.626; 1058.090; 912.906